C52H113AlFN2 | ωB97M-V/def2-TZVPD

Geometry as XYZ:
```
169
Properties=species:S:1:pos:R:3:forces:R:3
N -4.51249 0.55921 2.00156 0.6 1.0 -0.1
C -3.89008 1.38420 1.22883 0.2 0.3 -0.8
C -3.74931 1.23581 -0.30074 0.8 0.1 1.4
Al -5.39002 0.48185 -1.25676 -0.1 -0.4 -0.7
C -5.74162 -1.50434 -0.88716 -0.5 -0.2 -0.3
C -7.31174 -1.76432 -0.85192 0.6 -0.6 0.6
C -7.90928 -1.38014 0.54291 -0.3 0.5 -1.0
F -8.96884 -2.30346 0.84944 0.7 0.6 0.2
C -7.08972 1.64851 -1.00749 1.2 -0.1 1.5
C -7.23544 2.34364 0.27829 -3.4 1.6 -1.4
C -8.42634 3.19576 0.45565 0.4 -1.2 -2.0
C -9.38557 3.25097 -0.66053 2.2 -1.2 0.4
C -9.06988 2.46574 -1.84054 -0.7 0.7 0.7
N -7.97055 1.69160 -2.06133 -0.9 1.6 2.3
H -4.44691 0.96533 2.94856 -0.1 -0.5 -0.3
H -3.42214 2.30966 1.68975 -0.4 -0.7 -0.5
H -2.91122 0.49291 -0.47613 -0.8 0.5 0.1
H -3.37761 2.20505 -0.73221 -0.4 -0.8 0.4
H -5.06731 0.57446 -2.84075 0.1 0.1 -0.1
H -5.35154 -2.14312 -1.73451 -0.1 0.8 0.7
H -5.21824 -1.84802 0.04498 -0.7 0.1 -0.6
H -7.82907 -1.23615 -1.69903 0.4 -0.3 0.9
H -7.52806 -2.86124 -1.00455 0.1 0.9 0.3
H -8.37449 -0.35902 0.50280 0.3 -0.9 0.1
H -7.14569 -1.37194 1.35998 -0.7 -0.4 -0.6
H -6.53795 2.28357 1.13727 -0.3 -0.3 -1.0
H -8.60235 3.77920 1.39470 0.1 -0.6 -0.9
H -10.32979 3.83651 -0.61777 0.9 -0.5 0.0
H -9.82811 2.49753 -2.66793 0.8 -0.1 0.7
C -7.15990 6.78756 -1.47167 0.0 0.1 0.1
C -8.22473 6.84537 -2.56080 0.0 -0.1 0.1
C -8.04845 5.77519 -3.63647 -0.1 0.0 -0.1
C -6.75010 5.86017 -4.44186 0.1 0.0 0.1
C -6.51564 7.18609 -5.16625 0.0 -0.1 -0.1
C -7.57530 7.49791 -6.21676 0.1 0.2 0.0
H -6.16186 6.97828 -1.87243 0.0 0.0 0.0
H -7.35864 7.54420 -0.70807 0.1 0.0 0.0
H -7.15533 5.80965 -0.98367 0.0 0.0 -0.1
H -8.23662 7.84378 -3.01059 0.0 0.0 0.0
H -9.20554 6.70803 -2.09419 0.0 0.0 -0.1
H -8.90252 5.82085 -4.32107 0.0 0.0 0.0
H -8.09569 4.78851 -3.16499 0.0 0.0 0.0
H -6.74785 5.04897 -5.17745 0.0 0.0 0.0
H -5.89980 5.66629 -3.78116 0.0 0.0 0.0
H -5.53985 7.14087 -5.66083 0.0 0.0 0.1
H -6.45696 8.00967 -4.44807 0.0 0.0 0.0
H -7.62655 6.70398 -6.96584 0.0 0.0 0.0
H -7.33421 8.43133 -6.73151 -0.1 0.0 0.0
H -8.56452 7.61395 -5.76935 0.0 0.0 0.0
C 1.81368 0.37170 5.28363 0.0 -0.2 0.0
C 2.22389 0.10212 3.84071 0.1 0.1 0.0
C 1.49272 0.97968 2.82693 0.0 0.0 -0.1
C -0.02568 0.79708 2.77473 0.0 0.0 0.1
C -0.50142 -0.62489 2.48008 -0.1 0.1 -0.1
C -0.05973 -1.13963 1.11516 0.0 -0.1 0.1
H 0.75902 0.14512 5.45210 0.0 0.0 0.0
H 2.39764 -0.25169 5.96547 0.0 0.1 0.0
H 1.98935 1.41710 5.55000 -0.1 0.0 0.0
H 2.07390 -0.95681 3.60865 0.0 0.0 0.0
H 3.29933 0.28743 3.74625 0.0 -0.1 0.0
H 1.91388 0.79363 1.83337 0.0 0.0 0.0
H 1.70511 2.03176 3.04980 0.0 0.0 0.0
H -0.42792 1.47107 2.01059 0.0 0.0 0.0
H -0.46449 1.12491 3.72287 0.0 0.0 0.0
H -1.59495 -0.63696 2.51747 0.0 0.0 0.0
H -0.16049 -1.31323 3.26036 0.0 0.0 0.0
H -0.42056 -0.48625 0.31733 0.0 0.0 0.0
H -0.46392 -2.13884 0.94004 0.0 0.0 -0.1
H 1.02903 -1.20618 1.04119 0.0 0.0 0.0
C 3.58272 -7.33233 1.81733 0.2 0.0 -0.1
C 4.33483 -6.77616 3.02026 -0.1 -0.1 0.0
C 3.44885 -5.97737 3.97500 0.1 0.1 0.1
C 2.80913 -4.72158 3.37787 -0.1 -0.1 -0.1
C 3.78957 -3.70062 2.80151 -0.1 0.1 0.1
C 4.74251 -3.12216 3.84117 0.1 0.0 -0.1
H 3.17519 -6.53523 1.19246 0.0 0.0 0.0
H 4.25530 -7.92839 1.19534 -0.1 0.0 0.0
H 2.75969 -7.97657 2.13611 0.0 0.1 0.0
H 5.17535 -6.16549 2.67651 0.0 0.0 0.0
H 4.77102 -7.61467 3.57331 0.0 0.1 0.0
H 4.03976 -5.70022 4.85411 0.0 0.0 0.0
H 2.64922 -6.62794 4.34556 0.0 0.0 0.0
H 2.20938 -4.23716 4.15612 0.0 0.0 0.0
H 2.10287 -5.01115 2.59355 0.0 0.0 0.0
H 3.21340 -2.87904 2.36399 0.0 -0.1 0.0
H 4.36435 -4.14189 1.98161 0.0 0.0 0.0
H 4.18869 -2.64362 4.65287 0.0 0.0 0.0
H 5.38675 -2.36875 3.38237 0.0 0.0 0.1
H 5.38792 -3.89160 4.27051 0.0 0.0 0.0
C -7.73666 0.28188 4.61463 -0.1 0.0 0.0
C -7.78267 1.80447 4.59592 0.1 -0.1 -0.1
C -6.52041 2.45693 5.15872 -0.1 0.2 0.0
C -6.22460 2.15672 6.63023 0.0 -0.1 0.0
C -7.33354 2.53842 7.61039 0.1 0.1 0.0
C -7.63350 4.03271 7.63314 -0.1 -0.1 0.1
H -7.67088 -0.10758 5.63362 0.0 0.0 0.0
H -8.64240 -0.12791 4.16252 0.1 -0.1 0.0
H -6.87964 -0.08872 4.04652 0.0 0.0 0.0
H -8.66784 2.15178 5.13830 0.0 0.0 0.0
H -7.90944 2.13387 3.55995 0.0 0.0 0.0
H -6.59285 3.54057 5.01796 0.0 0.0 0.0
H -5.65965 2.13492 4.56293 0.0 0.0 0.0
H -5.30578 2.68361 6.91162 0.0 0.0 0.0
H -6.00527 1.09071 6.74646 0.0 0.0 0.0
H -7.02630 2.23101 8.61544 0.0 0.0 0.0
H -8.24918 1.98332 7.38712 0.0 0.0 0.0
H -6.73904 4.60590 7.88963 0.0 0.0 -0.1
H -8.39988 4.25283 8.38005 0.0 0.1 0.0
H -8.00304 4.38433 6.66797 0.0 0.0 0.0
C 4.59562 2.48349 0.86828 0.0 0.2 0.0
C 3.55535 2.51965 -0.24450 0.0 -0.1 0.1
C 3.76204 1.43822 -1.30390 -0.1 0.0 -0.1
C 5.07796 1.52529 -2.08103 0.1 0.0 0.1
C 5.31784 2.84523 -2.81350 0.0 -0.1 -0.1
C 4.27925 3.13671 -3.89014 0.0 0.2 0.0
H 5.60117 2.67728 0.48812 0.0 0.0 0.0
H 4.37267 3.24796 1.61633 0.1 -0.1 0.0
H 4.59667 1.51171 1.36924 0.0 0.0 0.0
H 3.54639 3.51163 -0.70589 0.0 0.0 0.0
H 2.56626 2.38099 0.20201 0.0 0.0 -0.1
H 2.92354 1.46993 -2.00654 0.0 0.0 0.0
H 3.71128 0.45538 -0.82241 0.0 0.0 0.0
H 5.10314 0.70645 -2.80866 0.0 0.0 0.0
H 5.91550 1.34514 -1.39918 0.0 0.0 0.0
H 6.30497 2.80287 -3.28584 0.0 0.0 0.1
H 5.35402 3.67651 -2.10318 0.0 0.0 0.0
H 4.25165 2.33435 -4.63149 0.0 0.0 0.0
H 4.52544 4.06645 -4.40836 -0.1 0.0 0.0
H 3.27951 3.24932 -3.46657 0.0 0.0 0.0
C 11.03123 -10.21558 3.27462 0.1 0.0 -0.1
C 10.77143 -8.79030 2.80064 0.0 0.0 0.1
C 9.49111 -8.18374 3.37351 0.0 0.1 -0.1
C 8.19580 -8.90101 2.98535 0.0 -0.1 0.0
C 7.93865 -9.01775 1.48310 -0.1 0.1 0.1
C 7.78952 -7.66932 0.78871 0.0 -0.1 -0.1
H 10.24610 -10.89961 2.94604 0.0 0.0 0.0
H 11.97760 -10.58181 2.86999 0.0 0.0 0.1
H 11.09258 -10.25863 4.36490 0.0 0.0 0.0
H 10.75078 -8.76579 1.70720 0.0 0.0 0.0
H 11.61625 -8.16453 3.10499 0.0 0.0 -0.1
H 9.43067 -7.13501 3.06563 0.0 0.0 0.0
H 9.56270 -8.17060 4.46657 0.0 0.0 0.0
H 7.35648 -8.37074 3.44842 0.0 0.0 0.0
H 8.19184 -9.90532 3.42112 0.0 0.0 0.0
H 7.01625 -9.58826 1.33482 0.1 0.0 0.0
H 8.73497 -9.59314 1.00149 0.0 0.0 0.0
H 6.97440 -7.09169 1.23141 0.0 0.0 0.0
H 7.56374 -7.81472 -0.26990 0.0 0.1 0.0
H 8.70561 -7.07865 0.85338 0.0 0.0 0.0
C 7.09244 2.57306 -10.84851 0.1 -0.1 0.0
C 6.23112 1.40395 -10.38494 -0.1 0.1 -0.1
C 5.02035 1.83254 -9.55689 -0.1 -0.1 0.1
C 5.34539 2.54409 -8.24121 0.1 0.1 0.0
C 6.22624 1.75561 -7.27247 -0.1 0.0 0.1
C 5.58800 0.45604 -6.79526 0.2 0.0 0.0
H 7.52813 3.11270 -10.00512 0.0 0.0 0.0
H 7.91579 2.21292 -11.46981 0.0 0.1 0.0
H 6.50572 3.27763 -11.44320 0.0 0.0 0.1
H 6.84699 0.69487 -9.82401 0.0 0.0 0.0
H 5.87255 0.86614 -11.26816 0.0 0.0 0.1
H 4.40631 0.95050 -9.34958 0.0 0.0 0.0
H 4.39395 2.49717 -10.16167 0.0 0.0 0.0
H 4.40264 2.79174 -7.74154 0.0 0.0 0.0
H 5.83025 3.50184 -8.45607 0.0 0.0 0.0
H 6.42682 2.38452 -6.39897 0.0 0.0 -0.1
H 7.19900 1.54205 -7.72574 0.0 0.0 0.0
H 4.63020 0.64860 -6.30619 0.0 0.0 -0.1
H 6.23976 -0.04192 -6.07388 -0.1 0.0 0.0
H 5.41955 -0.23787 -7.62127 0.0 0.0 0.0
```
Forces are in eV/Å.

Output
HOMO level	-4.896	eV
largest force on an atom	3.97	eV Å⁻¹
HOMO-LUMO gap	0.249	Ha
charge	-1
calculated total energy	-2500.919202	hartree
E_LUMO	1.88	eV

C52H125F3N8O2 | ωB97M-V/def2-TZVPD

Geometry as XYZ:
```
190
Properties=species:S:1:pos:R:3:forces:R:3
C 1.13437 -0.85062 -1.06716 0.4 -1.1 0.4
C -0.06184 -1.26789 -0.17495 1.0 1.3 -0.5
N -0.20117 -0.26289 0.86045 -0.1 0.6 0.4
C -1.58992 -0.14683 1.30421 0.7 1.3 0.0
C -2.48663 0.64345 0.37160 -0.3 -0.2 -0.4
C 0.73751 -0.34971 2.02193 -1.6 1.8 -0.4
C 0.90882 1.06713 2.80265 1.2 -1.9 -0.9
H 1.15400 -1.40543 -2.00519 -0.2 0.3 -0.3
H 2.09856 -1.10731 -0.62836 0.1 -0.2 0.4
H 1.19795 0.22978 -1.19674 -0.6 -0.1 -0.3
H -0.94541 -1.22292 -0.81165 -0.1 0.0 0.1
H -0.01543 -2.27396 0.24190 0.3 -0.4 -0.1
H -2.01859 -1.10825 1.58707 -0.1 -0.1 0.2
H -1.54392 0.55039 2.14080 -0.2 -0.6 0.7
H -2.05933 1.62793 0.18108 0.0 0.1 0.0
H -2.70589 0.18789 -0.59405 0.1 -0.2 0.0
H -3.45305 0.77024 0.85951 0.0 0.1 0.0
H 1.69332 -0.74215 1.67477 0.0 0.1 0.1
H 0.25620 -1.03933 2.71536 0.4 -0.3 0.5
H 1.55185 1.79187 2.30329 -0.5 0.1 -0.9
H 1.59903 0.83031 3.61236 -0.6 -0.2 0.8
H -0.00979 1.54928 3.13699 0.2 -0.3 0.0
C 3.72226 -4.12903 2.11081 -0.4 0.1 -0.4
C 4.24137 -3.33790 0.87913 0.6 -1.9 0.7
N 4.97607 -4.24685 -0.00541 -1.2 0.4 0.1
C 5.08164 -3.66982 -1.32384 1.3 -1.2 0.3
C 3.97951 -4.20740 -2.09708 -2.5 0.6 -1.4
C 6.16058 -4.85535 0.48879 0.3 -0.3 0.0
C 7.30234 -3.88596 0.75294 1.2 -0.8 0.5
H 3.03177 -3.54866 2.72277 0.5 0.3 0.3
H 4.51065 -4.61352 2.68683 0.1 0.6 0.2
H 3.10056 -4.98386 1.84464 0.0 0.0 -0.7
H 3.41849 -2.88295 0.32777 0.0 0.0 0.0
H 4.97408 -2.58034 1.15723 -0.2 0.7 0.6
H 5.11188 -2.58211 -1.26004 0.0 0.3 -0.4
H 5.91162 -4.04507 -1.92252 1.0 0.3 0.8
H 4.08969 -3.87165 -3.12821 -0.5 0.1 -0.2
H 3.84886 -5.28947 -2.10952 0.6 0.0 0.3
H 3.07135 -3.80519 -1.64811 -0.6 -0.1 -0.5
H 6.38585 -5.63280 -0.24124 0.6 0.1 -0.1
H 5.94392 -5.42991 1.38936 0.0 0.2 0.2
H 7.09106 -3.28190 1.63530 -0.1 0.5 -0.2
H 7.70865 -3.33479 -0.09513 -0.8 0.4 -0.2
H 8.20377 -4.42873 1.03741 0.0 -0.4 0.3
C -7.49676 3.68324 -1.61532 0.7 -0.6 0.0
C -6.15882 3.31383 -0.91541 -0.2 -0.5 -0.7
N -5.55557 2.03917 -1.42786 -0.5 0.0 0.7
C -6.39646 0.86073 -1.10711 0.0 -1.0 -1.6
C -5.60112 -0.45933 -1.08096 0.9 1.0 1.8
C -5.16935 2.12545 -2.84725 -0.6 0.0 -0.4
C -3.93509 2.97144 -3.03770 0.2 0.1 0.1
H -7.93243 4.59567 -1.20819 0.1 0.0 -0.3
H -8.25023 2.89560 -1.61291 0.0 -0.1 0.6
H -7.27002 3.73192 -2.68036 -0.2 0.8 0.0
H -5.44832 4.12525 -1.07320 0.1 0.0 -0.3
H -6.22590 3.28632 0.17217 -0.3 -0.5 0.0
H -7.01937 0.97488 -0.21995 0.5 0.3 0.3
H -7.11939 0.60700 -1.88242 -0.6 0.8 -0.5
H -4.92452 -0.58275 -1.92658 -0.4 0.0 -0.3
H -4.94936 -0.35996 -0.21295 0.2 -0.3 0.0
H -6.18006 -1.35831 -0.86939 -0.3 0.2 -0.4
H -5.97753 2.53812 -3.45112 -0.3 0.1 -0.1
H -5.00832 1.15452 -3.31573 0.0 -0.3 0.6
H -3.12130 2.43507 -2.54969 0.1 0.7 0.5
H -4.16847 3.96974 -2.66753 0.6 0.0 0.4
H -3.59074 3.14607 -4.05702 -0.4 -0.4 -0.3
C -0.92560 1.01722 -3.32212 0.4 -0.1 -0.4
C 0.16193 2.07645 -3.57103 -1.4 1.3 -0.2
N 0.27992 2.50761 -4.97004 0.5 -1.9 -0.7
C 1.27618 3.56120 -5.12979 -0.5 0.4 0.7
C 0.64641 4.92563 -4.89983 0.0 0.8 -0.5
C 0.60321 1.34405 -5.83007 0.0 0.4 -0.5
C 1.83259 0.52554 -5.40984 -0.7 -0.1 -0.8
H -1.84482 1.12822 -3.89728 0.1 0.6 -0.2
H -1.22024 1.02535 -2.27273 0.2 -0.2 0.1
H -0.55363 0.03951 -3.62843 0.1 -0.2 0.4
H -0.12263 3.00397 -3.07421 -0.1 0.0 0.4
H 1.10832 1.79709 -3.10799 0.4 -0.4 -0.1
H 2.10527 3.38752 -4.44383 0.3 0.1 0.4
H 1.74740 3.57363 -6.11259 -0.4 -0.3 -0.2
H 1.38440 5.69982 -5.10985 0.1 0.1 0.2
H -0.15141 5.12092 -5.61638 0.0 -0.3 -0.2
H 0.18242 5.14566 -3.93838 0.3 -0.4 0.3
H 0.70715 1.72094 -6.84754 0.4 0.2 0.0
H -0.25673 0.68644 -5.95724 -0.2 -0.1 0.6
H 2.01894 -0.24830 -6.15452 -0.1 -0.1 -0.1
H 1.56952 -0.00600 -4.49531 0.7 0.2 0.3
H 2.73196 1.14134 -5.40497 0.0 -0.1 0.6
C -1.81449 -7.55057 -3.08542 1.1 0.6 -1.2
C -1.26232 -6.18459 -3.58683 -0.7 -0.3 1.5
N 0.18632 -6.07250 -3.63894 -0.7 0.2 -0.4
C 0.84586 -6.41928 -2.37359 0.8 0.4 -0.5
C 0.20783 -5.80933 -1.15307 -0.6 -0.7 0.3
C 0.72629 -6.77335 -4.80230 1.3 1.4 0.4
C 2.13395 -6.19284 -5.06527 0.2 -0.7 -0.9
H -1.55688 -8.19830 -3.92338 -0.8 -0.6 0.1
H -2.88133 -7.42098 -2.90330 0.1 -0.6 0.0
H -1.24315 -7.94809 -2.24658 -0.4 0.2 0.3
H -1.73449 -5.98029 -4.54778 0.4 0.1 -0.2
H -1.66440 -5.43503 -2.90522 0.2 0.3 0.0
H 0.95256 -7.50314 -2.32929 0.0 -0.3 0.5
H 1.85560 -6.01237 -2.31925 0.2 -0.1 -0.8
H -0.07306 -4.77264 -1.33875 -0.2 -0.1 0.1
H -0.63957 -6.43872 -0.88128 -0.4 0.6 0.2
H 0.86297 -5.83371 -0.28227 0.3 0.0 -0.1
H 0.11783 -6.57333 -5.68427 -0.2 0.1 0.2
H 0.76781 -7.85657 -4.68830 0.1 -0.3 0.2
H 2.49923 -6.54114 -6.03138 0.1 -0.3 -0.1
H 2.88685 -6.50602 -4.34198 -0.2 0.1 0.2
H 2.16382 -5.10960 -5.18275 -0.4 0.1 0.5
C 3.91880 1.23399 0.47334 0.5 -0.5 -0.6
C 4.84974 1.91111 1.44720 -1.1 -0.9 0.5
N 5.88357 0.98114 1.99356 2.4 2.0 -2.1
C 6.94503 1.62736 2.86528 -1.4 -1.0 2.1
C 6.32260 2.22646 4.18016 -0.2 -0.1 -1.2
C 6.48165 0.05813 0.95603 0.4 -0.4 1.0
C 7.38655 0.88724 -0.01212 -0.8 -0.4 -0.7
H 4.43843 0.88282 -0.41816 0.0 0.0 -0.1
H 3.15230 1.92050 0.11379 -0.1 -0.1 0.4
H 3.50158 0.36235 0.97759 -0.4 0.1 -0.2
H 5.29397 2.80260 1.00448 0.6 0.0 0.2
H 4.17766 2.23312 2.24264 0.5 0.2 0.5
H 7.60785 0.83863 3.22119 0.1 -0.2 -0.5
H 7.54755 2.33355 2.29399 -0.5 0.1 -0.3
H 5.49084 2.88475 3.92928 0.2 0.2 0.1
H 5.91048 1.43772 4.80956 0.2 -0.1 -0.1
H 7.07256 2.77711 4.74801 0.0 -0.1 -0.2
H 5.70192 -0.57338 0.53022 -0.1 0.7 -0.5
H 7.10074 -0.69712 1.44021 0.2 0.3 0.5
H 8.26551 1.35632 0.43003 -0.4 0.1 0.3
H 6.76846 1.57641 -0.58754 0.1 0.4 0.3
H 7.79441 0.25794 -0.80316 -0.1 -0.6 0.3
C -0.41946 4.45329 -0.48846 -0.3 0.1 1.5
C -0.27487 4.79161 1.01002 0.0 1.2 -0.8
N -1.34620 5.72410 1.50024 0.8 -1.0 1.3
C -2.59278 4.96209 1.65892 0.4 -0.5 -1.4
C -3.86314 5.65582 2.02339 0.1 0.6 0.9
C -0.86571 6.18208 2.83511 -0.5 1.7 -0.9
C 0.08705 7.40011 2.71600 0.2 -0.1 0.7
H 0.48429 3.99218 -0.88683 0.0 0.1 0.0
H -0.59688 5.44223 -0.91111 -0.2 -0.4 -0.7
H -1.24798 3.74971 -0.56988 -0.1 0.2 -0.7
H -0.16045 3.91568 1.64859 -0.2 -0.3 0.2
H 0.64772 5.36930 1.06658 0.1 0.0 0.3
H -2.78883 4.55000 0.66905 0.2 -0.5 0.0
H -2.44984 4.16650 2.39015 0.1 -0.6 0.0
H -4.01082 6.59062 1.48262 -0.1 -0.1 0.0
H -4.68818 4.96225 1.86101 -0.1 0.1 -0.1
H -3.82118 5.83930 3.09701 -0.4 0.4 0.0
H -0.43129 5.40630 3.46561 0.4 -0.5 -0.3
H -1.71818 6.49825 3.43631 -0.2 0.2 -0.2
H 0.24893 7.78290 3.72365 0.3 -0.2 0.2
H -0.24202 8.29727 2.19167 -0.7 -0.5 -0.4
H 1.06142 7.17365 2.28306 0.0 -0.3 0.1
C -3.94330 3.56027 5.01082 0.8 -0.2 -1.1
C -3.18205 2.22906 4.70396 -1.0 0.3 2.3
N -2.60468 1.68267 5.99935 0.2 -1.9 -1.8
C -1.97023 0.33446 5.74964 -1.1 -0.8 -0.7
C -2.85470 -0.78102 5.08415 -0.1 1.2 0.8
C -1.54708 2.48400 6.57747 -0.3 0.8 0.2
C -1.35870 2.29731 8.09691 -0.2 0.2 -0.4
H -4.65496 3.77640 4.21399 -0.1 -0.2 -0.1
H -3.21054 4.36160 4.91581 -0.1 0.3 0.5
H -4.49058 3.60815 5.95225 0.4 -0.3 0.0
H -3.91901 1.51610 4.33426 0.2 -0.2 0.1
H -2.46225 2.38989 3.90139 0.5 0.0 0.0
H -1.16729 0.39085 5.01465 0.7 0.6 0.1
H -1.55341 -0.05132 6.67998 -0.1 0.2 0.0
H -2.43781 -1.78180 5.19701 0.2 0.1 0.2
H -3.83177 -0.77055 5.56717 -0.2 -0.1 -0.3
H -2.92874 -0.58219 4.01500 -0.3 -0.1 0.0
H -1.77661 3.52651 6.35706 -0.2 0.2 0.4
H -0.61199 2.35087 6.03343 0.5 -0.4 0.0
H -1.23112 1.26979 8.43753 0.2 -0.1 -0.4
H -2.23339 2.65661 8.63905 0.0 0.2 -0.1
H -0.48753 2.87958 8.39711 0.0 0.0 0.2
C -3.99326 -3.72639 -2.38221 0.2 0.5 -0.7
C -2.79845 -2.94383 -1.83566 -1.6 0.1 -0.5
O -2.34604 -3.57766 -0.67178 -0.6 -0.6 4.1
C -3.10224 -3.40165 0.49284 -1.5 2.4 -0.8
O -4.05059 -2.61877 0.65066 2.8 -2.5 -1.0
C -2.61346 -4.18889 1.76109 -0.3 0.1 -0.7
F -2.65480 -3.33309 2.82971 0.3 -1.4 -1.2
F -3.43566 -5.25071 1.99340 0.9 1.2 0.0
F -1.37009 -4.64264 1.55234 -0.4 0.2 0.7
H -4.26731 -3.21565 -3.30533 -0.1 -0.3 -0.3
H -4.87400 -3.65838 -1.74365 0.2 0.1 0.3
H -3.78610 -4.77630 -2.58928 0.2 0.1 0.0
H -3.16516 -1.94011 -1.62077 0.2 0.2 0.2
H -1.93335 -2.86036 -2.49348 -0.1 -0.3 -0.1
```
Forces are in eV/Å.

Output
HOMO level (spin up / spin down)	-9.541 / -9.541	eV
largest force on an atom	4.14	eV Å⁻¹
HOMO-LUMO gap (spin up / spin down)	0.266 / 0.093	Ha
charge	+1
calculated total energy	-2943.874628	hartree
E_LUMO (spin up / spin down)	-2.31 / -7.01	eV
multiplicity	2

Among the records above, which one has the lowest charge? C52H113AlFN2